Formula: C37H38Cl2O2P2Zn
Source: the Open Molecules 2025 dataset
Level of theory: the ωB97M-V functional and the def2-TZVPD basis

Summary:
Total charge: 0
LUMO level (alpha / beta): -0.319 / -0.319 eV
E_HOMO (alpha / beta): -6.344 / -6.344 eV
DFT total energy: -4965.430978 a.u.
Orbital gap (alpha / beta): 6.03 / 6.02 eV
ΔE to the lowest compared entry with this formula, charge and spin: 2.527 eV

```
82
Properties=species:S:1:pos:R:3:forces:R:3:lowdin_charge:R:1
Zn -1.600896 0.427720 0.925201 -2.530 0.078 1.734 0.465
C 3.682452 -0.912627 -0.106805 0.734 0.427 0.126 -0.084
C 3.666862 0.417618 -0.283470 0.544 -0.611 0.264 -0.152
C 3.964922 1.080829 -1.612424 0.410 0.389 0.070 -0.183
C 3.570986 0.327352 -2.902222 0.359 0.542 -0.558 -0.189
C 2.337710 -0.515194 -2.930165 -0.037 -1.219 -0.657 -0.122
C 2.332569 -1.807899 -2.570529 0.690 0.476 -1.141 -0.104
C 3.546407 -2.546566 -2.109501 -0.068 -0.376 0.451 -0.184
C 4.409529 -1.798795 -1.087241 0.329 -0.354 -0.438 -0.190
C -3.182686 -0.722206 1.301012 -0.575 0.272 1.594 -0.284
H 3.309522 -1.396266 0.802596 0.222 0.395 -0.097 0.105
H 3.475025 1.098949 0.562049 -0.340 -0.429 -0.407 0.101
H 5.038371 1.317739 -1.746568 -0.317 -0.031 0.369 0.122
H 3.470628 2.061380 -1.613909 0.001 -0.126 0.042 0.101
H 3.428284 1.087840 -3.682228 0.151 -0.019 0.190 0.114
H 4.443821 -0.245976 -3.250205 -0.381 -0.044 0.122 0.108
H 1.509600 -0.103258 -3.524917 0.233 -0.249 0.516 0.106
H 1.535881 -2.496353 -2.802014 0.055 0.502 -0.030 0.057
H 4.185502 -2.813272 -2.968715 -0.249 0.067 0.098 0.124
H 3.200866 -3.501335 -1.692229 0.157 0.115 0.044 0.108
H 4.993356 -2.565421 -0.559590 -0.130 0.291 0.182 0.115
H 5.155140 -1.220699 -1.654203 -0.242 -0.029 0.468 0.101
H -3.017926 -1.663056 1.818359 -0.183 -0.226 0.227 -0.035
H -3.857980 -0.878388 0.456076 0.119 0.068 -0.136 -0.020
H -3.672746 -0.022922 1.997817 -0.292 -0.731 -0.023 -0.034
P 0.547488 0.881032 1.570913 -2.701 -0.697 0.310 1.011
P -1.635758 -0.671802 -1.179359 -0.670 0.639 0.412 0.999
C 0.762250 0.669320 -0.195521 0.717 0.050 -2.346 -0.296
C -0.032319 0.123983 -1.195516 1.891 0.795 -0.063 -0.274
C 0.627973 2.596936 2.103390 0.586 0.744 -0.044 -0.346
C 1.435118 3.498507 1.389829 -0.150 0.069 0.583 -0.081
C 1.526939 4.826066 1.820711 -0.255 -0.165 -0.090 -0.076
C 0.756487 5.277086 2.895387 -0.048 -0.211 -0.186 -0.073
C -0.113229 4.403641 3.552221 0.269 -0.233 -0.163 -0.076
C -0.158783 3.060610 3.187027 0.297 -0.361 -0.383 -0.077
C 1.214421 -0.307800 2.735661 0.650 -0.743 0.693 -0.350
C 0.839810 -1.677679 2.644632 0.403 0.572 0.203 -0.080
C 1.403920 -2.607149 3.527930 -0.094 0.487 -0.246 -0.077
C 2.300607 -2.182724 4.513026 -0.038 0.202 -0.151 -0.083
C 2.603747 -0.826289 4.660919 -0.281 0.019 -0.037 -0.080
C 2.041547 0.120360 3.800478 -0.210 -0.274 -0.516 -0.078
C -2.724490 0.070592 -2.438655 0.133 -0.269 -0.460 -0.326
C -3.181039 1.394327 -2.240261 0.093 -0.419 -0.134 -0.071
C -4.059891 1.968964 -3.160237 0.088 -0.305 -0.134 -0.073
C -4.524583 1.232147 -4.256195 0.241 -0.134 0.238 -0.082
C -4.114030 -0.096480 -4.416808 -0.072 0.062 0.133 -0.089
C -3.222448 -0.687420 -3.518304 -0.066 0.528 0.193 -0.083
C -1.572051 -2.476688 -1.271438 0.115 -0.387 -0.368 -0.331
C -2.445190 -3.286930 -0.521108 0.205 0.277 -0.175 -0.068
C -2.369643 -4.673976 -0.636261 0.140 0.042 -0.127 -0.069
C -1.410536 -5.273923 -1.460676 0.083 0.491 0.043 -0.074
C -0.524384 -4.472682 -2.193642 -0.300 0.077 0.189 -0.071
C -0.641126 -3.082654 -2.124875 -0.239 -0.047 0.165 -0.106
H 1.681296 1.170653 -0.537395 -0.812 -0.313 -0.395 0.023
H 0.314438 0.271769 -2.223973 0.161 0.498 0.746 0.040
H 1.985324 3.154615 0.511656 -0.033 0.190 0.283 0.091
H 2.181906 5.510304 1.291030 -0.090 -0.026 0.071 0.102
H 0.807583 6.318507 3.205518 0.026 -0.184 -0.093 0.106
H -0.765296 4.758266 4.348923 0.208 -0.068 -0.158 0.113
H -0.826129 2.377001 3.716187 0.148 0.136 -0.232 0.103
H 0.087927 -1.995946 1.914112 0.351 0.129 0.152 0.101
H 1.127010 -3.658254 3.444441 0.074 0.282 0.060 0.107
H 2.746522 -2.910387 5.185761 -0.078 0.113 -0.090 0.103
H 3.265740 -0.494380 5.463206 -0.219 -0.129 -0.234 0.107
H 2.206854 1.193907 3.954922 0.142 -0.490 -0.156 0.109
H -2.890728 1.952726 -1.345944 -0.019 -0.147 -0.242 0.095
H -4.399982 2.988981 -3.008966 0.038 -0.134 0.021 0.107
H -5.221757 1.684666 -4.968672 0.278 -0.199 0.293 0.106
H -4.511352 -0.683610 -5.241447 0.098 0.087 0.110 0.101
H -2.937915 -1.736103 -3.627833 -0.012 0.333 -0.042 0.101
H -3.163960 -2.813259 0.143657 0.153 -0.247 -0.182 0.070
H -3.063459 -5.285468 -0.061908 0.174 0.079 -0.142 0.108
H -1.352199 -6.357634 -1.528805 0.012 0.191 0.024 0.104
H 0.247650 -4.929255 -2.810892 -0.213 0.088 0.030 0.106
H -0.010427 -2.420168 -2.713465 -0.539 -0.427 0.122 0.069
Cl -3.390902 4.964460 1.883091 -0.320 0.402 0.161 0.599
C -4.228812 3.535785 2.506300 0.442 -0.911 -0.220 -0.984
Cl -5.672576 3.112074 1.529243 0.210 0.299 0.295 0.575
C -3.218735 2.357217 2.396039 0.293 -1.040 0.228 -0.799
O -3.014975 1.693427 3.432535 -0.056 1.013 -1.080 -0.022
O -2.718419 2.172886 1.228272 0.121 0.304 0.615 -0.179
H -4.520631 3.658651 3.554963 0.014 0.184 -0.494 0.070
```
Forces are in eV/Å.